[1]
Below is a 8-piece molecular cluster, C37H40N7O15 overall in a non-equilibrium geometry, with properties calculated with ωB97M-V/def2-TZVPD.

```
99
Properties=species:S:1:pos:R:3:forces:R:3
C -0.26781 1.28690 0.85948 -3.92 1.79 2.05
O -0.48815 0.13002 1.21684 0.87 -1.55 0.20
O 0.12652 1.47827 -0.42916 0.82 3.24 -0.42
O -0.68670 2.33675 1.52683 2.11 -1.87 -2.17
H 0.21323 0.77796 -1.04943 0.06 -1.78 0.26
C 0.45755 3.14565 -3.59676 0.94 -0.92 0.52
C 0.29014 1.81139 -4.37357 -1.89 2.51 0.70
C -0.61837 1.84615 -5.59920 1.68 -0.83 1.57
C -1.18179 3.15730 -6.12096 2.35 -0.73 3.75
C -0.87421 4.37905 -5.39257 1.75 -1.04 1.77
C -0.02989 4.35651 -4.09561 -1.70 0.06 -2.66
N -2.00171 3.13354 -7.28077 -1.89 -1.23 -5.50
O -2.25189 1.95592 -7.90715 1.11 4.89 3.24
O -2.38232 4.22711 -7.82654 1.18 -3.33 2.33
H 1.06862 3.26853 -2.50707 -1.72 -1.01 -3.30
H 0.74402 0.89604 -3.71460 -1.34 1.94 -2.54
H -0.80701 0.77946 -6.15780 0.30 3.24 1.37
H -1.10578 5.42893 -5.68499 -0.34 -1.36 -0.27
H 0.16013 5.39390 -3.60053 -0.40 -2.26 -0.88
C 4.90077 -0.66938 2.18702 -3.35 3.00 -3.01
C 3.54078 -0.08420 1.83812 3.17 2.54 -2.77
C 3.61781 0.90314 0.69564 5.04 -3.36 1.06
C 4.90391 1.12857 -0.12945 0.89 -2.03 4.30
C 6.24787 0.59639 0.42808 -7.81 -1.54 1.75
C 6.13149 -0.36357 1.56016 -2.88 2.99 -2.22
N 4.86250 1.96781 -1.39948 2.97 -2.52 1.95
O 5.97009 1.98781 -2.04371 -3.53 0.73 1.00
O 3.77691 2.41206 -1.61906 0.21 1.03 -1.59
H 4.82727 -1.34106 2.94912 0.41 -1.80 2.14
H 2.50640 -0.14267 2.36193 2.30 -0.38 -0.71
H 2.76516 1.39718 0.45008 -2.34 1.39 -1.02
H 7.07318 0.84871 -0.09474 2.77 0.58 -1.31
H 6.94011 -0.74539 2.08032 1.92 -0.70 0.35
C 5.31358 -4.12696 0.03952 -5.08 2.03 -1.65
C 3.87700 -4.11006 0.50344 0.94 1.18 -0.02
C 2.91018 -3.15377 -0.07826 1.35 -0.73 -2.08
C 3.23136 -2.35427 -1.43051 5.24 -3.66 5.08
C 4.78650 -2.38529 -1.77376 -3.25 -1.40 1.23
C 5.70862 -3.30611 -1.07823 -2.19 -0.51 1.38
N 2.34351 -1.46917 -2.12202 -2.13 0.33 2.46
O 1.16888 -1.26437 -1.67325 2.47 -0.91 -0.91
O 2.81549 -0.89516 -3.05159 0.19 0.84 -1.59
H 6.00124 -4.84476 0.39848 0.53 -0.49 0.61
H 3.55313 -4.78613 1.46535 0.71 1.97 -2.59
H 1.90295 -3.20715 0.43262 1.12 0.59 -1.19
H 5.02518 -1.74150 -2.63488 0.32 -0.57 0.59
H 6.74430 -3.64752 -1.22860 -0.27 1.56 -1.24
C -3.01867 4.50432 1.15439 -3.15 2.46 -0.37
C -4.26220 4.99916 0.47458 0.75 -0.40 0.90
C -4.99644 6.18532 0.82316 5.37 -0.40 3.20
C -4.34801 7.07457 1.98337 2.96 -2.91 1.83
C -3.15998 6.53973 2.81000 -4.01 -4.12 -9.19
C -2.50863 5.20184 2.21203 -0.66 3.39 1.60
N -4.91958 8.40882 2.59087 -5.47 -0.82 -1.87
O -4.75681 8.77430 3.73205 1.71 -0.58 -0.64
O -5.93125 8.88801 1.93143 3.42 -1.26 0.83
H -2.66623 3.55150 0.80537 0.80 -0.04 0.14
H -4.47841 4.19151 -0.32377 -0.73 2.09 1.06
H -5.88860 6.46728 0.38953 -1.56 0.74 -0.88
H -2.85298 6.91859 3.67740 1.30 1.85 3.12
H -1.52798 4.90970 2.60471 -0.61 -0.11 0.26
C -3.02215 -0.36492 -1.17073 -0.33 -1.35 -1.33
C -4.33600 -0.65659 -0.84031 -0.93 -7.24 -3.79
C -5.12307 -1.96120 -1.31881 9.91 1.95 -3.08
C -4.20164 -2.87804 -2.33011 0.89 3.44 2.45
C -2.75574 -2.48405 -2.64964 -2.65 0.48 1.98
C -2.25339 -1.19833 -1.97327 0.59 -3.08 -3.16
N -4.85403 -4.07654 -2.92183 -2.84 -1.59 -2.81
O -4.31950 -4.80327 -3.85379 -0.86 2.79 3.72
O -6.10648 -4.23994 -2.64442 4.19 0.51 -0.28
H -2.59336 0.58898 -0.95427 0.18 0.38 0.69
H -4.83916 -0.05350 -0.24829 -2.47 2.85 2.69
H -6.08102 -2.25168 -1.15962 -2.66 -0.53 0.67
H -2.15864 -3.22978 -3.34397 -1.16 2.03 1.59
H -1.20292 -0.87175 -2.30433 -1.73 -0.63 0.77
C 1.06968 -1.79731 5.54790 2.84 0.65 0.24
O 2.07159 -1.19810 5.13013 -0.30 -1.10 0.63
N -0.11721 -1.44235 5.18231 -5.11 -1.91 1.08
C -1.37375 -2.21943 5.62202 1.31 1.16 -4.00
C -0.40644 -0.54002 4.15296 -4.00 -3.78 -0.89
H 1.05157 -2.60841 6.29822 0.46 0.01 -0.18
H -1.93957 -2.76235 4.82616 1.29 0.23 -0.41
H -2.14784 -1.60185 5.89057 -1.32 2.25 1.21
H -1.25568 -2.92340 6.32563 1.23 -2.24 2.85
H 0.31534 -0.21452 3.59062 4.63 0.96 -3.02
H -0.87545 0.31613 4.35743 -2.01 3.45 2.04
H -1.17879 -1.01704 3.47675 1.06 0.27 0.31
C 0.76855 -4.24926 2.57091 3.19 0.23 5.38
O 1.47646 -5.00996 3.38693 -2.72 2.96 -3.76
N 0.09768 -4.67728 1.52085 -1.27 2.08 -1.45
C -0.93291 -3.72757 0.90353 5.80 5.08 11.09
C 0.31959 -6.02085 1.01493 -3.91 -1.60 -2.25
H 0.71478 -2.97593 2.87111 -0.14 -3.71 -1.23
H -1.00568 -3.95567 0.06188 -0.71 -3.17 -13.52
H -0.73188 -2.55773 1.00879 -0.19 -2.64 0.14
H -1.74287 -4.06130 1.33485 -4.83 -0.71 2.50
H -0.16687 -6.84343 1.58744 0.52 0.82 0.15
H 1.31671 -6.06013 1.01967 3.95 -1.19 0.25
H 0.02512 -6.37883 -0.13206 0.31 2.10 2.67
```
Positions in Å, forces in eV/Å.

Summary:
Relative energy (zero: lowest compared OMol25 entry of this formula, charge and spin) in kJ/mol: 389.2
LUMO level in eV: 0.13
HOMO in eV: -5.66
Charge: -1
DFT total energy in Ha: -2944.643867
Multiplicity: 1
Molecular weight in g/mol: 822.8
Orbital gap in eV: 5.79



[2]
Below is C37H41AgN9O9PS5 as an isolated structure, with properties calculated with ωB97M-V/def2-TZVPD.

```
103
Properties=species:S:1:pos:R:3:forces:R:3
Ag 0.11121 -0.46792 0.52230 0.21 0.50 -0.15
N 7.60349 2.06147 4.81432 0.00 0.01 -0.04
C 6.55302 1.16214 4.52938 -0.01 0.02 0.01
C 5.24575 1.62571 4.40129 0.02 0.00 0.00
C 4.21545 0.73810 4.14803 0.01 -0.04 -0.01
C 4.47338 -0.61784 4.02274 -0.04 -0.01 -0.01
C 5.76842 -1.08566 4.14753 0.01 -0.01 0.02
C 6.80380 -0.20169 4.40981 -0.01 -0.01 0.00
S 3.13161 -1.72958 3.64125 0.24 -0.06 0.09
O 2.16051 -1.56891 4.71034 -0.01 0.05 0.00
O 3.71376 -3.04842 3.52049 -0.01 0.02 0.00
N 2.44890 -1.16830 2.32891 -0.09 0.00 0.09
C 3.15898 -1.01109 1.19502 -0.07 0.11 -0.12
N 4.47693 -1.29180 1.13631 0.04 0.03 -0.05
C 5.07919 -1.11271 -0.02757 0.02 -0.01 0.00
C 4.43330 -0.66788 -1.16532 0.00 0.01 -0.03
C 3.08118 -0.38580 -1.01777 0.03 0.04 -0.02
N 2.45258 -0.52750 0.13247 -0.13 -0.32 0.25
H 7.41023 2.99370 4.47722 0.01 -0.01 0.02
H 8.49035 1.74402 4.45080 -0.01 0.01 0.02
H 5.03652 2.68656 4.48420 -0.01 0.01 0.00
H 3.20639 1.10267 4.01880 -0.02 0.02 0.00
H 5.95188 -2.14251 4.01215 0.00 -0.02 0.00
H 7.82028 -0.56877 4.50430 0.01 0.00 0.00
H 6.14182 -1.34671 -0.04979 0.00 0.00 0.00
H 4.94350 -0.54789 -2.10966 -0.01 0.01 -0.01
H 2.47541 -0.02394 -1.84081 -0.02 0.01 -0.03
N 0.37232 0.65582 4.03384 -0.06 -0.02 0.12
C 0.83069 1.72184 3.33488 0.08 -0.07 0.02
N 1.00349 1.71633 2.06261 -0.08 0.04 -0.17
C 1.46058 2.93594 1.61006 0.01 0.07 0.04
C 1.73723 3.24249 0.28072 -0.04 0.03 -0.02
C 2.21057 4.50513 -0.02574 0.03 0.02 -0.02
C 2.41507 5.46630 0.96703 -0.01 0.00 0.01
C 2.13930 5.17673 2.29505 -0.01 0.00 -0.05
C 1.65979 3.91181 2.60081 0.05 -0.03 0.01
S 1.22439 3.24457 4.15354 -0.04 0.02 0.01
H 0.47392 -0.21030 3.50978 -0.02 -0.01 -0.02
H 0.71516 0.55330 4.97621 0.02 -0.02 0.00
H 1.55296 2.50243 -0.48743 -0.01 -0.05 -0.03
H 2.41828 4.75093 -1.05994 0.01 0.00 0.01
H 2.78524 6.44858 0.70022 0.00 0.01 0.00
H 2.28928 5.92035 3.06751 0.00 0.00 0.02
O -2.66753 -6.23631 -1.68528 -0.01 -0.07 0.03
C -2.19179 -5.11366 -1.78965 -0.06 -0.01 -0.13
N -1.71180 -4.33861 -0.79080 0.07 0.06 0.02
S -1.19212 -2.93034 -1.32143 -0.05 -0.04 -0.28
O -2.02462 -1.83216 -0.84810 -0.21 -0.02 0.06
O 0.22211 -2.70891 -1.13539 0.09 -0.09 0.13
C -1.55373 -3.16960 -3.03897 0.02 0.03 0.06
C -1.38886 -2.31337 -4.11045 0.00 0.01 0.00
C -1.80736 -2.78353 -5.35062 -0.01 -0.02 0.03
C -2.36429 -4.05563 -5.48160 0.00 0.00 -0.01
C -2.52246 -4.89037 -4.38072 -0.02 -0.01 -0.01
C -2.10820 -4.42476 -3.14584 0.03 0.03 -0.02
H -0.96208 -1.32516 -3.97995 0.00 0.03 0.00
H -1.70362 -2.15400 -6.22576 0.01 0.02 0.00
H -2.68248 -4.39347 -6.46089 -0.01 -0.01 -0.01
H -2.96066 -5.87619 -4.46700 0.00 -0.02 0.01
O -6.60496 -1.28049 0.12469 -0.05 0.05 0.02
C -5.88506 -2.47419 -0.14065 0.00 -0.13 -0.06
N -4.60278 -2.51604 0.48708 0.17 0.02 0.00
C -4.42218 -3.09088 1.70818 -0.06 0.28 0.14
O -5.31790 -3.60402 2.35956 0.04 -0.11 -0.04
C -3.00490 -3.02111 2.17584 0.00 0.04 -0.14
C -2.40214 -4.13588 2.73188 0.07 -0.06 0.02
C -1.04634 -4.09319 2.99329 -0.05 -0.01 0.06
C -0.34198 -2.94179 2.68244 0.17 0.09 -0.05
N -0.91700 -1.84891 2.17391 -0.27 -0.12 0.13
C -2.23190 -1.89168 1.94309 0.09 -0.14 0.11
H -6.01565 -0.54427 -0.07233 0.02 0.02 -0.01
H -5.73667 -2.60445 -1.21691 -0.02 0.03 0.01
H -6.49796 -3.28297 0.25450 0.03 0.03 -0.04
H -3.76560 -2.26371 -0.04244 -0.14 -0.06 0.01
H -2.99157 -5.02595 2.90874 0.00 -0.01 0.00
H -0.52076 -4.94627 3.39824 0.01 0.00 0.01
H 0.72825 -2.88027 2.83567 -0.06 -0.02 -0.04
H -2.67512 -0.99250 1.53488 0.01 0.03 -0.05
C 0.19059 4.81082 -3.32067 -0.05 0.02 0.02
C -1.23001 4.27931 -3.44062 0.02 0.06 -0.06
C -1.48749 3.62265 -4.78940 -0.01 0.06 -0.05
O -1.52993 3.45570 -2.30779 -0.02 -0.11 -0.03
P -1.29796 1.85242 -2.17396 0.07 -0.15 0.07
S 0.36026 1.24062 -3.04383 0.08 -0.03 0.08
S -1.57152 1.53264 -0.23729 0.02 -0.12 0.01
O -2.47124 1.23426 -3.11065 -0.10 0.11 0.10
C -3.89180 1.25362 -2.87832 -0.05 -0.03 0.00
C -4.41271 2.50737 -2.18868 0.05 0.01 -0.02
C -4.31222 -0.00723 -2.14175 0.10 -0.01 -0.02
H 0.37761 5.55970 -4.09494 0.00 0.00 0.00
H 0.90228 3.99371 -3.42854 0.02 -0.02 0.00
H 0.33149 5.26957 -2.34150 0.00 0.00 0.00
H -1.92639 5.11945 -3.33046 0.03 -0.03 0.00
H -0.82312 2.77257 -4.94196 -0.03 0.04 0.00
H -1.30405 4.36523 -5.57003 -0.01 0.01 -0.03
H -2.51700 3.27683 -4.87514 -0.03 -0.01 0.02
H -4.30934 1.22199 -3.89153 0.03 -0.01 0.02
H -4.00979 2.58947 -1.17938 -0.01 0.00 0.00
H -5.50173 2.44121 -2.13249 -0.02 0.00 0.00
H -4.14726 3.41017 -2.73793 0.01 0.00 -0.02
H -3.92957 0.02006 -1.11958 -0.01 0.00 0.01
H -3.89045 -0.89032 -2.62262 0.00 0.01 -0.01
H -5.40306 -0.08888 -2.14414 0.00 0.02 0.00
```
Positions in Å, forces in eV/Å.

Summary:
Relative energy (zero: lowest compared OMol25 entry of this formula, charge and spin) in kJ/mol: 0.0
LUMO level in eV: 3.81
HOMO in eV: -3.15
Charge: -2
DFT total energy in Ha: -5084.121544
Multiplicity: 1
Molecular weight in g/mol: 1055.0
Orbital gap in eV: 6.96



[3]
Below is C37H41BClIrN3O6 as an isolated structure in a non-equilibrium geometry, with properties calculated with ωB97M-V/def2-TZVPD.

```
90
Properties=species:S:1:pos:R:3:forces:R:3
Ir 0.10763 0.18891 0.21944 0.55 0.64 -1.64
O 0.80746 -5.18360 -4.23939 -0.01 0.03 0.02
C 0.89200 -5.39520 -2.84001 -0.02 -0.01 -0.05
C 0.61965 -4.11404 -2.10844 0.03 -0.04 -0.06
C 0.67384 -4.08481 -0.72452 -0.04 -0.02 0.03
C 0.43364 -2.90247 -0.06243 0.00 0.06 0.19
N 0.13052 -1.76533 -0.69631 -0.23 0.71 0.59
C 0.11901 -1.78090 -2.03800 -0.13 -0.24 -0.05
C 0.34842 -2.93464 -2.77206 -0.03 -0.12 0.02
C -0.01214 -0.47666 -2.67712 -0.18 -0.24 -0.31
C -0.19362 -0.27584 -4.03381 0.01 0.02 -0.14
C -0.15308 1.01491 -4.54043 0.02 -0.07 -0.10
C -0.42542 1.28328 -5.99778 -0.06 -0.05 0.02
O -1.45146 0.45416 -6.52267 0.05 -0.03 0.06
C 0.13987 2.04454 -3.66527 -0.01 0.09 0.10
C 0.26624 1.76612 -2.31920 0.02 0.02 -0.05
N 0.12638 0.53329 -1.82888 0.62 0.82 0.54
H 1.07124 -5.99036 -4.68643 0.01 -0.04 -0.03
H 1.88673 -5.75425 -2.55827 0.04 -0.01 0.01
H 0.16191 -6.14476 -2.51618 -0.01 -0.03 0.01
H 0.92530 -4.96722 -0.15018 0.00 0.01 0.01
H 0.50555 -2.84888 1.00989 0.09 0.03 -0.07
H 0.35248 -2.91458 -3.85100 -0.01 0.04 0.03
H -0.38206 -1.10810 -4.69791 -0.01 0.00 0.02
H 0.46810 1.07272 -6.58836 -0.01 -0.02 -0.04
H -0.67120 2.34102 -6.12844 -0.01 0.03 0.02
H -2.18752 0.48104 -5.89814 -0.02 0.09 -0.02
H 0.18841 3.07309 -3.99821 0.02 -0.02 -0.02
H 0.43441 2.54070 -1.58686 -0.11 -0.08 -0.12
C 3.73597 3.00636 4.41560 0.03 0.05 -0.02
C 2.72401 2.71014 3.33700 -0.09 0.02 -0.18
C 2.57839 3.58569 2.24484 0.01 0.01 0.18
C 1.63926 3.33394 1.26063 0.02 -0.15 -0.34
C 1.44061 4.26736 0.09771 0.03 0.04 0.00
C 0.83701 2.20445 1.38856 0.48 -0.11 -0.23
C 1.00834 1.26561 2.42178 -0.06 0.41 0.30
C 1.95653 1.56660 3.42590 0.12 0.13 0.14
N 0.24362 0.18942 2.22323 -0.55 -1.41 0.86
C -0.11178 -0.76666 3.27757 0.18 0.00 -0.09
C 1.07497 -1.66764 3.67814 -0.04 -0.03 -0.01
C 0.65862 -2.65978 4.76791 0.03 0.00 0.00
C -0.44918 -3.56931 4.23446 -0.02 -0.02 -0.01
C -1.64972 -2.70880 3.83323 0.00 0.01 -0.04
C -2.17719 -1.97251 5.06726 0.00 0.00 -0.02
C -1.07758 -1.04980 5.59642 0.01 0.03 0.00
C 0.14277 -1.88962 5.98866 0.01 -0.01 0.02
C -0.68203 -0.04043 4.51100 0.10 0.03 0.06
C -1.24252 -1.67633 2.77596 -0.10 0.07 0.04
H 4.31873 3.89694 4.17634 -0.01 -0.01 0.00
H 4.43027 2.17308 4.54204 -0.01 0.00 -0.01
H 3.24770 3.17380 5.37857 -0.01 0.00 -0.02
H 3.19339 4.47835 2.18607 -0.04 0.00 0.03
H 2.08527 5.14347 0.17675 0.01 -0.01 0.01
H 0.40270 4.60506 0.04473 0.00 -0.04 0.00
H 1.66960 3.76290 -0.84492 0.13 0.11 0.09
H -0.02356 2.07770 0.69633 -0.35 0.34 0.24
H 2.13024 0.89687 4.25550 -0.05 -0.04 -0.01
H 1.92448 -1.08062 4.02709 -0.02 0.09 0.03
H 1.43943 -2.18024 2.78549 0.02 -0.02 0.01
H 1.52643 -3.26216 5.05634 -0.01 -0.01 0.00
H -0.74623 -4.29949 4.99763 0.01 0.01 -0.01
H -0.08196 -4.13598 3.37072 0.00 0.02 0.00
H -2.43941 -3.34346 3.41707 0.01 0.00 0.02
H -2.47804 -2.68912 5.84145 0.01 0.01 -0.01
H -3.05949 -1.38368 4.79849 0.01 -0.01 0.00
H -1.44405 -0.50627 6.47379 0.00 0.00 0.00
H -0.12479 -2.58782 6.79154 0.00 0.01 -0.02
H 0.93511 -1.23868 6.37484 -0.01 0.00 0.00
H 0.03949 0.66944 4.92434 0.02 -0.04 -0.05
H -1.54997 0.53852 4.18414 -0.02 0.01 -0.01
H -2.09750 -1.05380 2.51898 0.02 -0.01 -0.01
H -0.94861 -2.17097 1.85424 -0.01 -0.02 0.01
Cl -3.07681 0.91418 1.43652 -0.02 0.12 -0.05
O 2.87924 -1.77818 0.89800 0.04 0.11 -0.11
C 3.20102 -0.74244 0.29503 -0.14 -0.06 -0.08
O 2.45218 0.19022 -0.11968 0.26 -0.40 0.19
H 4.27894 -0.59755 0.05508 0.06 0.00 0.05
O -1.73069 2.45564 -0.39934 -0.21 0.07 -0.22
B -1.85071 0.99382 -0.04820 -0.27 -0.84 0.21
O -2.56189 0.40959 -1.23398 -0.11 -0.02 0.02
C -2.84772 1.41154 -2.06865 -0.04 0.04 -0.01
C -3.46920 1.34352 -3.29966 0.06 -0.02 0.02
C -3.58757 2.52616 -4.04684 0.01 0.00 -0.01
C -3.10490 3.72910 -3.55744 0.02 -0.01 0.01
C -2.48488 3.79888 -2.29986 -0.04 -0.02 0.02
C -2.36364 2.63573 -1.57141 0.00 -0.01 -0.02
H -3.84410 0.39476 -3.66855 -0.01 0.03 0.02
H -4.07510 2.49932 -5.01521 -0.01 0.01 0.01
H -3.21419 4.63169 -4.14700 0.00 -0.01 0.00
H -2.09808 4.73341 -1.91078 -0.01 -0.02 0.00
```
Positions in Å, forces in eV/Å.

Summary:
Relative energy (zero: lowest compared OMol25 entry of this formula, charge and spin) in kJ/mol: 87.7
LUMO level in eV: 1.97
HOMO in eV: -3.78
Charge: -1
DFT total energy in Ha: -2639.862704
Multiplicity: 1
Molecular weight in g/mol: 862.2
Orbital gap in eV: 5.76